# 1
This record from OMol25 describes a 2-piece molecular cluster, C4H10N2O2 overall at a distorted geometry. The level of theory is wB97M-V/def2-TZVPD.

Last column: Mulliken charge in e.
CARTESIAN COORDINATES (ANGSTROEM)
C  2.478  0.304  -0.337  -1.118
C  1.455  -0.450  0.405  -0.153
C  -0.159  1.612  1.153  -0.007
O  -0.756  2.107  0.081  -0.610
N  0.568  -1.257  -0.388  -0.180
C  -0.747  -1.075  -0.202  0.262
N  -1.323  -0.505  -1.461  -0.639
O  -1.479  -1.260  0.729  -0.509
H  3.082  1.016  0.250  0.367
H  2.061  0.905  -1.155  0.352
H  3.338  -0.281  -0.711  0.352
H  1.796  -1.081  1.220  0.274
H  -0.006  0.766  0.298  0.233
H  -0.833  1.272  1.947  0.187
H  0.790  1.840  1.643  0.253
H  0.826  -1.125  -1.358  0.321
H  -2.223  -0.951  -1.608  0.287
H  -1.511  0.460  -1.185  0.328

**LUMO**: -0.042 hartree
**Energy relative to the best compared isomer or geometry (same formula, charge and spin)**: 170.5 kcal/mol
**Charge**: 0
**Calculated total energy**: -418.1893 Eh
**HOMO-LUMO gap**: 0.2605 Eh
**Molecular weight**: 118.1 Da


# 2
This record from OMol25 describes one molecule with the formula C4H10N2O2 at a distorted geometry. The level of theory is wB97M-V/def2-TZVPD.

Last column: Mulliken charge in e.
CARTESIAN COORDINATES (ANGSTROEM)
C  -0.610  1.302  0.308  -1.349
C  -0.357  -0.220  -0.021  0.461
N  1.029  -0.644  -0.270  -0.417
C  1.673  -0.306  -1.607  -0.345
O  1.477  1.129  -1.659  -0.482
C  -0.718  -1.200  1.090  0.233
N  -1.920  -0.894  1.750  -0.366
O  -0.254  -2.131  1.655  -0.595
H  0.166  1.940  -0.014  0.411
H  -1.567  1.757  -0.259  0.226
H  -0.784  1.393  1.374  0.417
H  -0.972  -0.519  -0.945  0.265
H  1.496  -0.208  0.511  0.262
H  2.780  -0.486  -1.396  0.312
H  1.129  -0.870  -2.322  0.332
H  2.106  1.506  -2.339  0.276
H  -2.497  -0.097  1.655  0.173
H  -2.179  -1.452  2.489  0.187

**LUMO**: 0.026 hartree
**Energy relative to the best compared isomer or geometry (same formula, charge and spin)**: 73.0 kcal/mol
**SMILES**: C[C@@H](NCO)C(N)=O
**Charge**: 0
**Calculated total energy**: -418.3447 Eh
**HOMO-LUMO gap**: 0.3657 Eh
**Molecular weight**: 118.1 Da


# 3
This record from OMol25 describes a 3-piece molecular cluster, C4H10N2O2 overall at a distorted geometry. The level of theory is wB97M-V/def2-TZVPD.

Last column: Mulliken charge in e.
CARTESIAN COORDINATES (ANGSTROEM)
C  2.670  -1.268  0.635  -1.212
C  1.351  -0.927  0.030  0.665
C  0.795  0.358  0.175  -0.317
N  -0.396  0.306  -0.488  -0.020
C  -0.522  -0.938  -1.042  -0.213
N  0.475  -1.700  -0.629  -0.615
H  2.837  -2.336  0.900  0.325
H  3.415  -1.230  -0.150  0.282
H  2.997  -0.543  1.365  0.317
H  1.177  1.289  0.561  0.353
H  -0.954  1.082  -0.815  0.100
H  -1.400  -1.302  -1.542  0.348
O  -1.998  2.920  -1.397  -0.651
H  -2.115  3.813  -1.036  0.303
H  -2.671  2.707  -2.072  0.309
O  -1.716  -0.994  2.057  -0.649
H  -2.649  -0.788  2.063  0.295
H  -1.296  -0.449  1.384  0.379

**LUMO**: 0.009 hartree
**Energy relative to the best compared isomer or geometry (same formula, charge and spin)**: 40.6 kcal/mol
**SMILES**: Cc1c[nH]cn1.O.O
**Charge**: 0
**Calculated total energy**: -418.3963 Eh
**HOMO-LUMO gap**: 0.3131 Eh
**Molecular weight**: 118.1 Da


# 4
This record from OMol25 describes C4H10N2O2 as an isolated structure at a distorted geometry. The level of theory is wB97M-V/def2-TZVPD.

Last column: Mulliken charge in e.
CARTESIAN COORDINATES (ANGSTROEM)
H  -0.299  -1.985  0.461  0.438
O  -0.574  -3.081  0.012  -0.887
N  -0.069  -0.693  0.698  -0.176
H  -0.057  -3.710  0.461  0.224
C  -0.786  0.394  0.252  -0.495
C  1.127  -0.248  1.179  -0.293
C  0.040  1.530  0.417  0.515
N  1.269  1.156  0.901  -0.120
H  1.968  1.904  1.126  0.275
H  2.107  -0.822  1.345  0.302
H  -1.728  0.321  -0.300  0.358
C  -0.327  2.930  0.036  -1.052
H  -1.317  3.203  0.502  0.300
H  0.376  3.648  0.541  0.324
H  -0.428  2.958  -1.090  0.256
O  -0.214  -2.329  -2.528  -0.688
H  -0.077  -2.328  -1.570  0.428
H  -1.009  -2.848  -2.441  0.289

**LUMO**: 0.014 hartree
**Energy relative to the best compared isomer or geometry (same formula, charge and spin)**: 63.2 kcal/mol
**Charge**: 0
**Calculated total energy**: -418.3602 Eh
**HOMO-LUMO gap**: 0.3537 Eh
**Molecular weight**: 118.1 Da


# 5
This record from OMol25 describes an isolated ion of composition C4H10N2O2 and charge +1 at a distorted geometry. The level of theory is wB97M-V/def2-TZVPD.

Last column: Löwdin spin population.
CARTESIAN COORDINATES (ANGSTROEM)
O  1.285  1.745  0.458  0.002
C  0.599  0.751  0.509  0.004
N  0.190  0.103  1.607  0.004
C  -0.971  -0.731  1.779  0.004
O  -2.201  -0.056  1.491  0.001
C  0.122  0.113  -0.823  0.112
C  1.139  -0.846  -1.437  0.060
N  -0.269  1.133  -1.746  0.714
H  0.665  0.380  2.455  0.000
H  -1.007  -1.728  1.335  0.002
H  -1.050  -0.897  2.843  0.001
H  -2.049  0.853  1.211  0.000
H  -0.799  -0.460  -0.640  0.047
H  1.147  -1.754  -0.857  0.005
H  0.884  -1.047  -2.457  0.001
H  2.164  -0.465  -1.480  0.003
H  -0.038  0.859  -2.711  0.019
H  0.189  2.047  -1.539  0.021

**Spin multiplicity**: 2
**LUMO (spin up / spin down)**: -0.122 / -0.334 hartree
**Energy relative to the best compared isomer or geometry (same formula, charge and spin)**: 49.6 kcal/mol
**Charge**: +1
**Calculated total energy**: -418.0588 Eh
**HOMO-LUMO gap (spin up / spin down)**: 0.4116 / 0.1998 Eh
**Molecular weight**: 118.1 Da


# 6
This record from OMol25 describes one molecule with the formula C4H10N2O2S at a distorted geometry. The level of theory is wB97M-V/def2-TZVPD.

Last column: Mulliken charge in e.
CARTESIAN COORDINATES (ANGSTROEM)
C  1.214  -1.992  1.853  -0.595
C  1.511  -1.069  0.927  -0.496
C  0.522  0.096  0.363  -0.118
N  0.929  0.918  -0.779  -0.366
C  0.347  2.191  -1.069  -0.889
S  -1.037  -0.914  -0.141  1.068
N  -2.159  0.278  -0.497  -0.489
O  -1.649  -1.763  0.861  -0.639
O  -0.662  -1.599  -1.415  -0.660
H  2.015  -2.663  2.136  0.273
H  0.176  -2.020  2.182  0.258
H  2.447  -1.073  0.379  0.293
H  0.260  0.730  1.170  0.524
H  0.745  0.284  -1.562  0.352
H  -0.754  2.267  -1.250  0.292
H  0.363  2.887  -0.262  0.351
H  1.056  2.720  -1.770  0.337
H  -2.592  0.294  -1.438  0.265
H  -2.732  0.428  0.312  0.240

**LUMO**: 0.019 hartree
**Energy relative to the best compared isomer or geometry (same formula, charge and spin)**: 39.2 kcal/mol
**SMILES**: C=C[C@@H](NC)S(N)(=O)=O
**Charge**: 0
**Calculated total energy**: -816.5031 Eh
**HOMO-LUMO gap**: 0.3628 Eh
**Molecular weight**: 150.2 Da


# 7
This record from OMol25 describes one molecule with the formula C4H10N2O3 at a distorted geometry. The level of theory is wB97M-V/def2-TZVPD.

Last column: Mulliken charge in e.
CARTESIAN COORDINATES (ANGSTROEM)
C  -2.690  0.740  -0.115  -1.143
C  -1.546  0.176  -0.497  0.775
O  -1.445  -0.491  -1.706  -0.549
N  0.068  0.605  0.075  -0.104
O  0.013  1.055  1.401  -0.397
C  0.926  -0.493  -0.068  0.712
C  2.360  0.628  0.314  -1.187
N  0.771  -1.516  0.848  -0.473
O  1.136  -0.897  -1.341  -0.568
H  -2.787  1.205  0.852  0.188
H  -3.589  0.696  -0.723  0.240
H  -2.232  -0.343  -2.252  0.332
H  -0.867  0.931  1.785  0.304
H  2.465  0.659  1.391  0.371
H  3.138  0.004  -0.114  0.406
H  2.306  1.587  -0.184  0.288
H  1.245  -1.469  1.736  0.193
H  0.391  -2.373  0.473  0.204
H  0.337  -0.705  -1.875  0.408

**LUMO**: 0.018 hartree
**Energy relative to the best compared isomer or geometry (same formula, charge and spin)**: 143.8 kcal/mol
**SMILES**: C=C(O)N(O)[C@@](C)(N)O
**Charge**: 0
**Calculated total energy**: -493.4559 Eh
**HOMO-LUMO gap**: 0.3298 Eh
**Molecular weight**: 134.1 Da


# 8
This record from OMol25 describes one molecule with the formula C4H10N2O3 at a distorted geometry. The level of theory is wB97M-V/def2-TZVPD.

Last column: Mulliken charge in e.
CARTESIAN COORDINATES (ANGSTROEM)
C  1.541  -1.114  -1.025  -1.337
C  1.076  -0.166  0.090  -0.104
N  1.401  1.204  -0.364  -0.665
C  -0.396  -0.497  0.565  0.862
O  -0.329  -1.215  1.794  -0.644
O  -1.071  -1.348  -0.355  -0.523
C  -1.326  0.745  0.754  0.258
N  -1.541  1.541  -0.334  -0.339
O  -1.896  0.970  1.823  -0.663
H  1.462  -2.159  -0.708  0.349
H  2.588  -0.931  -1.290  0.393
H  0.943  -0.985  -1.936  0.297
H  1.736  -0.339  0.950  0.288
H  0.973  1.895  0.252  0.320
H  1.033  1.368  -1.299  0.262
H  -0.906  -0.730  2.419  0.378
H  -1.784  -1.743  0.178  0.382
H  -1.270  1.230  -1.259  0.224
H  -2.235  2.274  -0.256  0.261

**LUMO**: 0.024 hartree
**Energy relative to the best compared isomer or geometry (same formula, charge and spin)**: 13.7 kcal/mol
**SMILES**: C[C@@H](N)C(O)(O)C(N)=O
**Charge**: 0
**Calculated total energy**: -493.6633 Eh
**HOMO-LUMO gap**: 0.3759 Eh
**Molecular weight**: 134.1 Da


# 9
This record from OMol25 describes an isolated ion of composition C4H10N2O3P and charge -1 at a distorted geometry. The level of theory is wB97M-V/def2-TZVPD.

Last column: Mulliken charge in e.
CARTESIAN COORDINATES (ANGSTROEM)
N  1.616  -1.448  0.343  -0.902
C  0.351  -0.698  0.439  1.456
P  -0.657  -1.462  1.849  0.791
O  -1.066  -2.869  1.512  -0.782
O  0.076  -1.198  3.135  -0.772
O  -2.054  -0.502  1.913  -0.573
C  0.356  0.793  0.795  -1.344
C  -0.661  1.370  -0.176  -0.642
N  -0.686  0.573  -1.432  -0.513
C  -0.208  -0.766  -0.979  -1.152
H  2.298  -1.270  1.023  0.250
H  1.371  -2.471  0.533  0.321
H  -2.872  -1.167  2.003  0.298
H  1.254  1.292  0.659  0.510
H  -0.050  0.834  1.841  0.350
H  -1.616  1.133  0.229  0.274
H  -0.638  2.409  -0.287  0.526
H  -0.030  1.085  -2.048  0.289
H  0.537  -1.089  -1.748  0.351
H  -1.065  -1.443  -1.075  0.263

**LUMO**: 0.141 hartree
**Energy relative to the best compared isomer or geometry (same formula, charge and spin)**: 0.0 kcal/mol
**SMILES**: N[C@@]1([P@@](=O)([O-])O)CCNC1
**Charge**: -1
**Calculated total energy**: -835.1320 Eh
**HOMO-LUMO gap**: 0.3193 Eh
**Molecular weight**: 165.1 Da


# 10
This record from OMol25 describes one molecule with the formula C4H10N2OS at a distorted geometry. The level of theory is wB97M-V/def2-TZVPD.

Last column: Mulliken charge in e.
CARTESIAN COORDINATES (ANGSTROEM)
N  -2.662  0.236  0.355  -0.415
C  -2.229  0.287  -0.952  0.378
O  -2.995  0.218  -1.895  -0.635
N  -0.861  0.444  -1.127  -0.181
C  0.004  0.926  -0.039  -0.928
C  0.655  -0.235  0.711  -0.667
C  2.127  -0.388  0.254  -0.736
S  2.833  -1.874  1.014  -0.233
H  -3.615  -0.098  0.440  0.288
H  -2.048  -0.203  1.025  0.205
H  -0.707  0.843  -2.039  0.262
H  0.732  1.585  -0.516  0.491
H  -0.544  1.574  0.648  0.420
H  0.603  -0.086  1.792  0.393
H  0.161  -1.167  0.464  0.475
H  2.075  -0.633  -0.795  0.387
H  2.604  0.551  0.489  0.372
H  3.866  -1.979  0.172  0.125

**LUMO**: 0.030 hartree
**Energy relative to the best compared isomer or geometry (same formula, charge and spin)**: 3.9 kcal/mol
**SMILES**: NC(=O)NCCCS
**Charge**: 0
**Calculated total energy**: -741.3718 Eh
**HOMO-LUMO gap**: 0.3727 Eh
**Molecular weight**: 134.2 Da


> Among the records above, which one has the lowest energy relative to the best compared isomer or geometry (same formula, charge and spin)?

C4H10N2O3P